Record 1
ORCA calculation (ωB97M-V/def2-TZVPD) on a 2-piece molecular cluster, C2H4N2O4 overall at a distorted geometry.

Geometry as XYZ:
```
12
C2H4N2O4 | OMol25 | ωB97M-V/def2-TZVPD
C -0.035 -0.408 -0.175
C 2.334 -0.377 -0.040
H -2.118 0.900 -0.080
H 0.690 1.503 0.642
H 3.303 -1.057 -0.040
H -2.933 -1.392 -0.103
N -0.029 0.782 0.303
N -1.075 -1.285 -0.213
O -1.146 1.983 0.139
O 1.185 -1.168 0.431
O 2.196 0.964 -0.580
O -2.372 -0.444 -0.285
```

The calculation puts the highest occupied orbital energy at -8.8 eV. The calculation puts the gap between HOMO and LUMO at 8.14 eV. For the energy above the lowest of the compared OMol25 structures with the same formula, charge and spin, the calculation gives 245.7 kcal per mole. For the electronic energy, the calculation gives -488.68164 a.u.



Record 2
ORCA calculation (ωB97M-V/def2-TZVPD) on one molecule with the formula C2H4N2O4 at a distorted geometry.

Geometry as XYZ:
```
12
C2H4N2O4 | OMol25 | ωB97M-V/def2-TZVPD
C -0.252 -0.426 0.087
C 1.948 -0.642 -0.078
H 0.631 1.788 -0.617
H 0.273 0.992 1.385
H 2.936 -1.170 0.042
H -2.315 0.444 0.350
N -0.455 0.857 0.655
N -1.288 -1.108 -0.348
O -0.352 1.848 -0.267
O 0.894 -1.281 0.227
O 2.017 0.580 -0.257
O -2.496 -0.384 -0.123
```

The calculation puts the highest occupied orbital energy at -10.1 eV. The calculation puts the gap between HOMO and LUMO at 10.46 eV. Its SMILES is O=CO/C(=N/O)NO. For the energy above the lowest of the compared OMol25 structures with the same formula, charge and spin, the calculation gives 90.4 kcal per mole. For the electronic energy, the calculation gives -488.92910 a.u.



Record 3
ORCA calculation (ωB97M-V/def2-TZVPD) on a 2-piece molecular cluster, C2H4N2OS overall at a distorted geometry.

Geometry as XYZ:
```
10
C2H4N2OS | OMol25 | ωB97M-V/def2-TZVPD
C -2.808 0.584 -0.628
C 1.064 -0.146 -0.001
N -3.462 -0.324 -0.401
N 0.460 -0.973 0.819
O 0.537 0.855 -0.406
S 2.841 -0.141 -0.416
H 0.950 -1.807 1.109
H -0.366 -0.618 1.310
H -2.112 1.371 -0.820
H 2.897 1.200 -0.567
```

The calculation puts the highest occupied orbital energy at -9.8 eV. The calculation puts the gap between HOMO and LUMO at 10.28 eV. Its SMILES is NC(=O)S.C#N. For the energy above the lowest of the compared OMol25 structures with the same formula, charge and spin, the calculation gives 37.2 kcal per mole. For the electronic energy, the calculation gives -661.52625 a.u.



Record 4
ORCA calculation (ωB97M-V/def2-TZVPD) on one molecule with the formula C2H4N2OS.

Geometry as XYZ:
```
10
C2H4N2OS | OMol25 | ωB97M-V/def2-TZVPD
C 0.444 -0.163 -1.321
C -0.501 -0.275 2.048
H 0.432 0.126 -3.183
H 0.740 -1.198 -1.352
H -0.211 1.159 0.079
H -0.723 -1.182 2.623
N 0.247 0.615 -2.298
N 0.364 0.345 -0.020
O -0.052 -0.677 0.861
S -0.739 1.251 2.562
```

The calculation puts the highest occupied orbital energy at -9.4 eV. The calculation puts the gap between HOMO and LUMO at 9.63 eV. Its SMILES is [H]/N=C/NOC=S. For the energy above the lowest of the compared OMol25 structures with the same formula, charge and spin, the calculation gives 77.2 kcal per mole. For the electronic energy, the calculation gives -661.46256 a.u.



Record 5
ORCA calculation (ωB97M-V/def2-TZVPD) on one molecule with the formula C2H4N2OS at a distorted geometry.

Geometry as XYZ:
```
10
C2H4N2OS | OMol25 | ωB97M-V/def2-TZVPD
C -0.611 -1.000 -0.076
C 1.611 -0.312 0.329
H -2.119 1.628 -0.174
H -0.541 1.465 -0.818
H -0.717 -2.026 -0.037
H 1.300 -0.312 1.397
N -1.230 1.183 -0.062
N -1.500 -0.152 0.083
O 0.725 -0.772 -0.526
S 3.082 0.297 -0.116
```

The calculation puts the highest occupied orbital energy at -9.0 eV. The calculation puts the gap between HOMO and LUMO at 9.18 eV. Its SMILES is N/N=C\OC=S. For the energy above the lowest of the compared OMol25 structures with the same formula, charge and spin, the calculation gives 73.1 kcal per mole. For the electronic energy, the calculation gives -661.46910 a.u.



Record 6
ORCA calculation (ωB97M-V/def2-TZVPD) on C2H4N2OS as an isolated structure at a distorted geometry.

Geometry as XYZ:
```
10
C2H4N2OS | OMol25 | ωB97M-V/def2-TZVPD
C -0.607 -0.261 -0.322
C 1.492 -1.602 0.657
H -0.542 2.407 0.638
H -1.847 2.444 -0.775
H -0.820 -1.382 -0.469
H 2.761 -1.858 0.169
N -0.845 2.083 -0.683
N -1.381 0.629 -0.714
O 0.658 -2.353 1.405
S 1.130 -0.107 0.094
```

The calculation puts the highest occupied orbital energy at -9.9 eV. The calculation puts the gap between HOMO and LUMO at 9.51 eV. For the energy above the lowest of the compared OMol25 structures with the same formula, charge and spin, the calculation gives 145.5 kcal per mole. For the electronic energy, the calculation gives -661.35366 a.u.



Record 7
ORCA calculation (ωB97M-V/def2-TZVPD) on C2H4N2S as an isolated structure at a distorted geometry.

Geometry as XYZ:
```
9
C2H4N2S | OMol25 | ωB97M-V/def2-TZVPD
C 0.223 0.119 0.250
C -0.972 0.399 -0.616
N -0.185 -1.278 0.233
N -1.341 -1.000 -0.599
S -2.474 0.166 0.159
H 1.133 0.127 -0.220
H 0.145 0.832 1.085
H -1.131 1.456 -1.563
H -0.164 -1.897 1.032
```

The calculation puts the highest occupied orbital energy at -8.9 eV. The calculation puts the gap between HOMO and LUMO at 9.36 eV. For the energy above the lowest of the compared OMol25 structures with the same formula, charge and spin, the calculation gives 107.9 kcal per mole. For the electronic energy, the calculation gives -586.12237 a.u.



Record 8
ORCA calculation (ωB97M-V/def2-TZVPD) on a 2-piece molecular cluster, C2H4N2S2 overall at a distorted geometry.

Geometry as XYZ:
```
10
C2H4N2S2 | OMol25 | ωB97M-V/def2-TZVPD
C -0.570 1.880 1.651
C 0.748 -0.564 -1.712
N -0.201 1.582 0.646
N 0.570 -0.578 -0.292
S -0.271 -1.990 0.311
S 2.266 -0.736 -0.833
H -0.900 2.238 2.710
H -0.407 -1.296 1.376
H 0.430 -1.519 -2.323
H 0.623 0.493 -2.169
```

The calculation puts the highest occupied orbital energy at -8.5 eV. The calculation puts the gap between HOMO and LUMO at 9.09 eV. Its SMILES is SN1CS1.C#N. For the energy above the lowest of the compared OMol25 structures with the same formula, charge and spin, the calculation gives 100.0 kcal per mole. For the electronic energy, the calculation gives -984.35550 a.u.



Record 9
ORCA calculation (ωB97M-V/def2-TZVPD) on a 2-piece molecular cluster, C2H4N2S2 overall at a distorted geometry.

Geometry as XYZ:
```
10
C2H4N2S2 | OMol25 | ωB97M-V/def2-TZVPD
C -2.480 -1.391 0.753
C 1.619 -0.750 -0.221
N -2.131 -0.966 -0.228
N 0.445 -0.342 -0.233
S 1.117 2.638 -0.676
S -0.298 1.046 -0.662
H -3.130 -1.701 1.568
H 1.698 -1.844 0.039
H 2.484 -0.037 -0.688
H 0.676 3.347 0.350
```

The calculation puts the highest occupied orbital energy at -8.6 eV. The calculation puts the gap between HOMO and LUMO at 9.19 eV. Its SMILES is C=NSS.C#N. For the energy above the lowest of the compared OMol25 structures with the same formula, charge and spin, the calculation gives 72.1 kcal per mole. For the electronic energy, the calculation gives -984.40003 a.u.



Record 10
ORCA calculation (ωB97M-V/def2-TZVPD) on a 2-piece molecular cluster, C2H4N2S2 overall at a distorted geometry.

Geometry as XYZ:
```
10
C2H4N2S2 | OMol25 | ωB97M-V/def2-TZVPD
C -0.052 1.201 0.871
C -0.509 -1.765 -1.613
N 0.833 0.446 0.367
N 0.323 -2.432 -2.063
S 0.167 1.996 2.436
S -1.720 -1.021 -0.925
H 1.136 -2.888 -2.540
H 1.678 0.324 0.955
H -1.146 1.282 0.335
H -0.711 2.857 2.177
```

The calculation puts the highest occupied orbital energy at -9.0 eV. The calculation puts the gap between HOMO and LUMO at 9.85 eV. Its SMILES is [H]/N=C\S.N=C=S. For the energy above the lowest of the compared OMol25 structures with the same formula, charge and spin, the calculation gives 50.3 kcal per mole. For the electronic energy, the calculation gives -984.43475 a.u.



Question: Among the records above, which one has the lowest gap between HOMO and LUMO?
Answer: number 1



Question: Which formula does entry 8 have?
Answer: C2H4N2S2



Question: Which of these has the lowest electronic energy?
Answer: number 10